Molecular formula: C29H29N5O7
Method: DFT, wB97M-V/def2-TZVPD

ORCA input file:
```
! wB97M-V def2-TZVPD RIJCOSX def2/J DEFGRID3
* xyz 0 1
O -3.22 3.43 -4.52
N -3.63 2.30 -4.23
O -4.81 2.07 -3.93
C -2.68 1.19 -4.26
C -3.14 -0.12 -4.25
C -2.24 -1.16 -4.35
C -0.90 -0.91 -4.45
C -0.40 0.41 -4.44
C 0.97 0.63 -4.53
N 1.58 1.90 -4.49
O 2.83 1.94 -4.56
O 0.89 2.92 -4.37
C -1.34 1.46 -4.36
H -4.19 -0.30 -4.16
H -2.59 -2.18 -4.38
H -0.20 -1.73 -4.54
H 1.63 -0.20 -4.62
H -1.01 2.49 -4.39
C -0.58 -0.45 5.56
N -0.57 -0.68 4.13
C -1.61 -1.37 3.53
O -2.59 -1.82 4.08
C -1.29 -1.44 2.04
C -2.39 -0.79 1.19
C -3.74 -1.41 1.40
C -4.76 -0.69 2.00
C -5.99 -1.28 2.24
C -6.21 -2.59 1.88
C -5.20 -3.32 1.29
C -3.98 -2.73 1.05
N 0.03 -0.76 1.85
C 0.66 -0.68 0.65
C 1.88 -0.06 0.45
C 2.55 0.04 -0.75
C 3.82 0.67 -0.87
C 4.46 0.76 -2.13
C 5.69 1.36 -2.25
C 6.33 1.88 -1.13
N 7.64 2.48 -1.24
O 8.16 2.97 -0.22
O 8.21 2.48 -2.35
C 5.72 1.81 0.11
C 4.49 1.22 0.24
C 0.52 -0.26 3.19
C 0.63 1.26 3.21
C 1.81 -0.96 3.60
H -1.50 -0.85 5.98
H 0.27 -0.95 6.02
H -0.53 0.62 5.78
H -1.17 -2.49 1.77
H -2.43 0.27 1.43
H -2.13 -0.85 0.13
H -4.59 0.33 2.30
H -6.78 -0.71 2.71
H -7.16 -3.05 2.08
H -5.36 -4.35 1.02
H -3.18 -3.30 0.59
H 0.17 -1.13 -0.20
H 2.34 0.37 1.31
H 2.09 -0.37 -1.63
H 3.97 0.36 -2.99
H 6.18 1.44 -3.20
H 6.23 2.22 0.97
H 4.04 1.18 1.21
H -0.34 1.70 3.00
H 0.95 1.60 4.19
H 1.34 1.63 2.48
H 1.64 -2.04 3.65
H 2.61 -0.78 2.89
H 2.14 -0.63 4.58
*
```

The calculated total energy comes out at -1922.5777 a.u. For the energy relative to the best compared isomer or geometry (same formula, charge and spin), the calculation gives 3.854 eV. For the highest occupied orbital energy, the calculation gives -6.18 eV. The LUMO energy is -3.219 eV.

Molecular formula: C29H29N6OPPbS2
Method: DFT, wB97M-V/def2-TZVPD

ORCA input file:
```
! wB97M-V def2-TZVPD RIJCOSX def2/J DEFGRID3
* xyz 4 1
Pb -0.26 -0.01 0.43
N 1.50 -0.35 4.14
C 0.83 -1.43 3.74
N 0.30 -1.61 2.54
C -0.26 -2.86 2.45
C -0.20 -3.61 3.63
S 0.61 -2.78 4.85
C -0.80 -3.35 1.24
C -1.31 -4.64 1.09
S -1.76 -4.95 -0.51
C -1.25 -3.31 -0.93
N -0.80 -2.59 0.08
N -1.34 -2.91 -2.19
H 1.72 0.39 3.50
H 1.88 -0.29 5.07
H -0.58 -4.60 3.81
H -1.41 -5.40 1.84
H -1.68 -3.52 -2.92
H -0.97 -2.02 -2.48
O -1.13 2.25 -0.26
P -1.69 3.33 -1.17
C -0.63 3.70 -2.55
C 0.57 4.37 -2.30
C 1.44 4.64 -3.35
C 1.10 4.25 -4.64
C -0.09 3.58 -4.89
C -0.96 3.30 -3.85
C -2.04 4.87 -0.26
C -2.57 4.75 1.06
C -2.94 5.87 1.74
C -2.83 7.13 1.11
C -2.33 7.26 -0.21
C -1.96 6.14 -0.90
C -3.39 3.11 -1.67
C -3.95 3.93 -2.67
C -5.30 3.84 -2.95
C -6.10 2.96 -2.22
C -5.55 2.16 -1.22
C -4.21 2.24 -0.93
H 0.82 4.70 -1.29
H 2.36 5.18 -3.16
H 1.77 4.49 -5.46
H -0.34 3.29 -5.90
H -1.89 2.79 -4.05
H -2.65 3.77 1.51
H -3.32 5.81 2.75
H -3.14 8.02 1.64
H -2.24 8.24 -0.66
H -1.58 6.22 -1.91
H -3.33 4.61 -3.24
H -5.73 4.45 -3.73
H -7.16 2.90 -2.44
H -6.19 1.48 -0.66
H -3.78 1.63 -0.14
C 4.06 2.08 -2.70
C 3.39 1.01 -1.91
C 3.82 -0.27 -1.57
C 2.80 -0.84 -0.81
N 1.79 0.04 -0.67
N 2.18 1.16 -1.35
C 2.77 -2.21 -0.22
H 5.00 1.71 -3.10
H 4.28 2.94 -2.08
H 3.43 2.40 -3.53
H 4.75 -0.73 -1.85
H 1.58 1.97 -1.42
H 3.74 -2.68 -0.34
H 2.03 -2.84 -0.72
H 2.54 -2.18 0.85
*
```

The calculated total energy comes out at -2855.4916 a.u. For the energy relative to the best compared isomer or geometry (same formula, charge and spin), the calculation gives 0.032 eV. For the highest occupied orbital energy (alpha / beta), the calculation gives -18.80 / -19.03 eV. The LUMO energy (alpha / beta) is -13.819 / -13.238 eV.

Molecular formula: C29H29N7O4SeSn
Method: DFT, wB97M-V/def2-TZVPD

ORCA input file:
```
! wB97M-V def2-TZVPD RIJCOSX def2/J DEFGRID3
* xyz 2 1
Sn 0.06 -0.21 0.01
C 0.03 -4.03 0.95
C -0.85 -2.87 1.31
C -0.62 -2.12 2.47
C -1.51 -1.13 2.86
C -2.64 -0.85 2.09
C -2.86 -1.56 0.92
C -1.97 -2.56 0.53
H -0.45 -4.95 1.30
H 1.00 -3.96 1.44
H 0.16 -4.11 -0.13
H 0.21 -2.39 3.11
H -1.36 -0.62 3.80
H -3.37 -0.14 2.45
H -3.76 -1.40 0.35
H -2.20 -3.18 -0.33
N 3.12 -0.35 -0.05
N 3.73 0.52 0.86
C 3.00 1.43 1.53
N 3.57 2.24 2.40
N 1.70 1.43 1.20
N 0.79 2.27 1.69
O -0.33 2.06 1.25
O 1.07 3.13 2.48
H 3.47 -1.30 0.08
H 3.31 -0.07 -1.01
H 4.74 0.50 0.98
H 4.55 2.17 2.62
H 2.99 2.90 2.91
O -1.35 2.68 -2.98
C -0.74 1.58 -3.19
N -0.46 1.15 -4.41
C 0.27 -0.12 -4.36
C 0.35 -0.28 -2.87
O 0.89 -1.16 -2.20
N -0.28 0.75 -2.25
C -0.50 -1.26 -5.03
C -1.23 -1.01 -6.18
C -1.92 -2.05 -6.80
C -1.86 -3.33 -6.27
C -1.10 -3.58 -5.14
C -0.41 -2.55 -4.52
C 1.62 -0.03 -5.07
C 1.72 0.65 -6.28
C 2.93 0.71 -6.95
C 4.04 0.07 -6.42
C 3.94 -0.64 -5.23
C 2.72 -0.70 -4.56
H -0.73 1.62 -5.26
H -1.27 -0.03 -6.62
H -2.49 -1.85 -7.69
H -2.40 -4.13 -6.74
H -1.03 -4.58 -4.74
H 0.19 -2.75 -3.65
H 0.86 1.13 -6.73
H 3.01 1.24 -7.88
H 4.99 0.12 -6.93
H 4.79 -1.16 -4.83
H 2.64 -1.27 -3.65
Se -2.03 3.07 -1.23
C -1.01 4.66 -0.83
C -1.21 5.17 0.44
C -0.54 6.32 0.82
C 0.32 6.94 -0.08
C 0.50 6.42 -1.35
C -0.17 5.27 -1.74
H -1.88 4.67 1.13
H -0.71 6.74 1.80
H 0.85 7.84 0.22
H 1.16 6.91 -2.05
H -0.04 4.88 -2.73
*
```

The calculated total energy comes out at -4421.8868 a.u. For the energy relative to the best compared isomer or geometry (same formula, charge and spin), the calculation gives 0.935 eV. For the highest occupied orbital energy, the calculation gives -13.38 eV. The LUMO energy is -5.686 eV.

Molecular formula: C29H30Cl2FN6O6
Method: DFT, wB97M-V/def2-TZVPD

ORCA input file:
```
! wB97M-V def2-TZVPD RIJCOSX def2/J DEFGRID3
* xyz 1 1
C 4.42 -5.69 -2.16
C 3.91 -4.32 -2.47
Cl 4.93 -2.99 -2.02
C 2.74 -4.05 -3.05
Cl 1.63 -5.30 -3.52
N 2.34 -2.70 -3.28
C 2.47 -2.03 -4.40
N 2.02 -0.82 -4.23
C 1.57 -0.68 -2.92
C 1.02 0.64 -2.45
C -0.17 0.54 -1.48
C 0.23 0.91 -0.04
F 0.19 2.27 0.16
C 1.75 -1.86 -2.32
C 1.46 -2.24 -0.90
C 0.61 -3.51 -0.80
N 0.49 -4.03 0.36
H 4.99 -5.66 -1.23
H 3.60 -6.40 -2.05
H 5.10 -6.01 -2.95
H 2.91 -2.43 -5.30
H 1.97 -0.05 -4.88
H 1.83 1.28 -2.08
H 0.66 1.16 -3.35
H -0.71 -0.40 -1.53
H -0.87 1.33 -1.77
H 1.26 0.57 0.14
H -0.42 0.34 0.63
H 2.41 -2.47 -0.42
H 0.98 -1.45 -0.34
H 0.12 -3.97 -1.66
H -0.10 -4.86 0.24
C -6.22 3.49 -3.29
C -6.13 3.20 -1.93
C -5.26 2.22 -1.49
C -4.48 1.54 -2.42
C -4.57 1.82 -3.77
C -5.44 2.80 -4.21
N -3.55 0.52 -1.94
O -3.51 0.30 -0.75
O -2.84 -0.04 -2.76
H -6.90 4.26 -3.63
H -6.74 3.74 -1.22
H -5.19 2.00 -0.43
H -3.96 1.28 -4.49
H -5.52 3.02 -5.26
C -1.76 -0.62 4.42
C -1.96 -0.52 3.05
C -2.92 0.35 2.55
C -3.66 1.11 3.44
C -3.48 1.01 4.81
C -2.52 0.14 5.30
N -4.66 2.05 2.91
O -4.81 2.09 1.70
O -5.28 2.72 3.71
H -1.01 -1.30 4.80
H -1.37 -1.12 2.37
H -3.08 0.43 1.49
H -4.07 1.61 5.49
H -2.36 0.05 6.37
C 5.53 3.19 3.52
C 5.73 2.02 2.79
C 4.72 1.08 2.69
C 3.51 1.33 3.32
C 3.29 2.48 4.05
C 4.31 3.42 4.15
N 2.43 0.34 3.19
O 2.65 -0.67 2.56
O 1.36 0.60 3.71
H 6.32 3.93 3.59
H 6.68 1.85 2.30
H 4.88 0.18 2.13
H 2.35 2.66 4.54
H 4.15 4.32 4.72
*
```

The calculated total energy comes out at -2922.7844 a.u. For the highest occupied orbital energy, the calculation gives -11.37 eV. The LUMO energy is -2.746 eV.

Molecular formula: C29H30ClCrN2O3P2STe
Method: DFT, wB97M-V/def2-TZVPD

ORCA input file:
```
! wB97M-V def2-TZVPD RIJCOSX def2/J DEFGRID3
* xyz 1 5
Cr 0.94 1.00 0.57
Cl 2.31 -1.04 0.32
C 1.30 -2.50 0.42
C 1.92 -3.64 0.88
C 1.17 -4.80 0.95
C -0.17 -4.79 0.57
C -0.76 -3.63 0.11
C -0.03 -2.43 0.03
P -0.76 -0.85 -0.53
C -2.54 -1.17 -0.37
C -3.40 -1.21 -1.47
C -4.75 -1.42 -1.27
C -5.26 -1.58 0.01
C -4.41 -1.53 1.11
C -3.05 -1.32 0.92
C -0.41 -0.82 -2.31
C -0.20 -1.97 -3.08
C 0.09 -1.85 -4.43
C 0.16 -0.60 -5.02
C -0.04 0.54 -4.26
C -0.32 0.43 -2.91
H 2.96 -3.62 1.17
H 1.63 -5.71 1.31
H -0.75 -5.70 0.62
H -1.80 -3.63 -0.17
H -3.01 -1.09 -2.47
H -5.42 -1.46 -2.13
H -6.32 -1.74 0.16
H -4.80 -1.65 2.11
H -2.39 -1.27 1.78
H -0.26 -2.94 -2.62
H 0.25 -2.74 -5.02
H 0.39 -0.52 -6.07
H 0.01 1.52 -4.72
H -0.46 1.33 -2.31
N -2.01 1.98 1.57
C -1.38 1.23 2.50
N -0.18 0.72 2.34
C 0.19 -0.04 3.46
C 1.42 -0.66 3.65
C 1.62 -1.39 4.81
C 0.63 -1.49 5.78
C -0.59 -0.86 5.61
C -0.79 -0.13 4.45
S -2.19 0.81 3.99
H -1.42 2.51 0.93
H -2.89 2.39 1.81
H 2.21 -0.56 2.93
H 2.58 -1.87 4.97
H 0.82 -2.06 6.68
H -1.36 -0.92 6.37
C 0.12 5.77 -1.70
C 1.37 4.94 -1.90
O 2.02 4.68 -0.61
P 1.73 3.38 0.21
O 0.27 2.90 0.12
Te 2.69 3.21 2.31
O 2.32 2.11 -0.72
C 3.75 1.91 -0.90
C 3.99 1.19 -2.20
H -0.30 6.02 -2.68
H 0.36 6.69 -1.18
H -0.62 5.22 -1.13
H 2.13 5.48 -2.47
H 1.17 3.99 -2.39
H 4.12 1.35 -0.03
H 4.22 2.89 -0.88
H 3.49 0.21 -2.21
H 5.05 1.03 -2.35
H 3.61 1.77 -3.04
*
```

The calculated total energy comes out at -4311.8768 a.u. For the highest occupied orbital energy (alpha / beta), the calculation gives -9.92 / -10.26 eV. The LUMO energy (alpha / beta) is -2.358 / -2.220 eV.

Molecular formula: C29H30CrF3N9O2S2
Method: DFT, wB97M-V/def2-TZVPD

ORCA input file:
```
! wB97M-V def2-TZVPD RIJCOSX def2/J DEFGRID3
* xyz 1 4
Cr 1.19 0.24 -0.79
N -0.14 4.13 -0.29
C -0.44 3.82 1.02
C -0.03 2.53 1.20
N 0.51 2.07 0.03
C 0.43 3.05 -0.85
C 0.94 2.78 -2.18
N 1.43 1.57 -2.39
C 1.87 1.53 -3.69
C 1.64 2.74 -4.26
N 1.04 3.52 -3.29
H -0.35 5.00 -0.75
H -0.93 4.52 1.68
H -0.10 1.90 2.07
H 2.31 0.65 -4.11
H 1.83 3.11 -5.26
H 0.75 4.48 -3.41
F 5.67 -2.54 -1.69
C 5.95 -1.25 -1.95
F 5.66 -1.03 -3.24
F 7.28 -1.10 -1.81
C 5.19 -0.33 -1.04
C 5.87 0.52 -0.18
C 5.17 1.38 0.66
C 3.80 1.37 0.59
N 3.14 0.56 -0.25
C 3.79 -0.31 -1.05
S 2.69 -1.29 -1.97
H 6.95 0.50 -0.16
H 5.68 2.03 1.36
H 3.18 2.01 1.22
C 2.41 -4.11 1.54
N 1.23 -3.28 1.77
C 0.12 -3.83 2.56
C 1.12 -2.13 1.18
N 1.05 -1.12 0.64
H 2.86 -4.37 2.50
H 3.13 -3.56 0.94
H 2.13 -5.03 1.01
H 0.48 -4.07 3.56
H -0.26 -4.73 2.08
H -0.66 -3.08 2.64
S 1.97 0.36 3.64
C 0.56 0.16 4.50
N 0.15 1.14 5.38
C -1.00 1.10 6.08
C -1.82 0.03 5.94
C -1.37 -0.98 5.07
N -0.25 -0.94 4.40
H 0.79 1.91 5.49
H -1.20 1.93 6.74
H -2.76 -0.04 6.47
H -1.97 -1.87 4.94
C -6.67 -1.02 -3.41
C -5.36 -0.78 -2.70
C -5.06 0.46 -2.15
C -3.85 0.70 -1.51
C -3.56 2.05 -0.91
C -2.92 -0.34 -1.43
C -3.19 -1.59 -1.99
C -2.19 -2.72 -1.90
C -4.42 -1.79 -2.60
C -1.62 -0.10 -0.73
O -1.59 0.21 0.46
O -0.57 -0.13 -1.52
H -7.37 -0.20 -3.24
H -7.14 -1.94 -3.07
H -6.52 -1.11 -4.49
H -5.79 1.26 -2.22
H -4.31 2.78 -1.23
H -2.57 2.42 -1.21
H -3.57 2.00 0.18
H -1.83 -2.85 -0.88
H -1.31 -2.51 -2.52
H -2.63 -3.66 -2.23
H -4.64 -2.77 -3.02
*
```

The calculated total energy comes out at -3906.8107 a.u. For the energy relative to the best compared isomer or geometry (same formula, charge and spin), the calculation gives 0.115 eV. For the highest occupied orbital energy (alpha / beta), the calculation gives -10.26 / -10.26 eV. The LUMO energy (alpha / beta) is -2.388 / -2.572 eV.